A cluster of 3 separate species, C17H30BF2NO9P in total in a non-equilibrium geometry. Source: the Open Molecules 2025 dataset; level of theory: the ωB97M-V functional and the def2-TZVPD basis.

The geometry in ORCA input format:
```
! RIJCOSX wB97M-V def2-TZVPD def2/J DEFGRID3
* xyz -1 1
C -3.16638 2.33583 -4.96721
C -2.40438 2.74496 -6.31339
O -1.12659 3.40582 -6.12638
C -0.55888 3.14308 -4.84343
O -0.72632 3.94447 -3.88315
C 0.34311 1.83805 -4.66934
C 0.70265 1.46509 -3.15089
C -0.10055 0.12442 -2.72722
C 0.45428 -0.56352 -1.38330
B 0.13582 0.36693 -0.07981
O -0.84073 1.46867 -0.23728
N 0.75083 0.13158 1.27073
C 2.18172 0.57241 1.33579
C 0.05848 0.91670 2.35036
P -0.47817 -2.18448 -1.01869
C -2.24139 -1.77652 -0.43653
C -0.73046 -3.17483 -2.64901
H -2.69528 1.47214 -4.39153
H -4.23435 1.99737 -5.25380
H -3.27616 3.22185 -4.24499
H -2.36928 1.83306 -7.00718
H -3.08458 3.51161 -6.84986
H 1.33912 2.07011 -5.21324
H -0.07991 0.90646 -5.19390
H 0.54430 2.30525 -2.39879
H 1.82405 1.18589 -3.08903
H 0.05047 -0.63816 -3.58490
H -1.22745 0.38140 -2.68874
H -1.67683 0.98128 -0.44565
H 2.66132 -0.01825 2.20987
H 2.22780 1.68055 1.67647
H 2.76523 0.38920 0.36647
H -0.98426 0.52122 2.58517
H 0.69655 0.75904 3.30447
H 0.06749 2.04939 2.16032
H -2.83384 -1.14722 -1.20958
H -2.80775 -2.78425 -0.34026
H -2.26399 -1.31099 0.61236
H -1.82076 -3.16623 -2.98788
H 0.01239 -2.84040 -3.45161
H -0.46821 -4.27915 -2.42577
C -0.09614 2.20321 7.34862
C -0.94492 0.99121 7.13359
O -0.22392 0.25600 6.16595
C 1.08520 0.58222 6.36866
O 2.00709 -0.03565 5.92708
O 1.21316 1.69662 7.14467
F -2.14813 1.32739 6.61004
H -0.29800 2.99357 6.62021
H -0.20506 2.61553 8.35296
H -1.08847 0.37832 8.02851
C 2.62681 -3.28441 2.46198
C 2.40437 -4.58589 1.75741
O 2.19886 -4.19702 0.41778
C 2.90849 -3.04248 0.26159
O 3.19316 -2.56707 -0.79500
O 3.26215 -2.50260 1.46313
F 1.27978 -5.19849 2.20652
H 1.69173 -2.80181 2.76106
H 3.26439 -3.39017 3.34163
H 3.25036 -5.27832 1.81394
*
```

The gap between HOMO and LUMO is 4.46 eV. The electronic energy is -1963.57214 Eh.

***

A structure of composition C17H30GaNO2P2Se in a non-equilibrium geometry. Source: the Open Molecules 2025 dataset; level of theory: the ωB97M-V functional and the def2-TZVPD basis.

The geometry in ORCA input format:
```
! RIJCOSX wB97M-V def2-TZVPD def2/J DEFGRID3
* xyz 0 1
C -0.77236 0.52026 -4.30841
C -0.93353 0.13488 -2.93675
N 0.04907 0.50604 -2.03132
C 0.77433 1.59799 -2.27501
C 0.76251 2.19451 -3.54652
C 0.00852 1.63064 -4.58935
C -2.12197 -0.47744 -2.47894
P -2.20246 -1.02684 -0.75647
Ga -0.38314 -0.06152 0.47060
P 1.91036 1.03464 0.21458
C 1.60165 2.21341 -1.14368
O -0.61805 -3.96117 -3.88744
O 1.00204 -4.65333 -0.88491
H -1.41261 0.06045 -5.06411
H 1.37306 3.07534 -3.71151
H 0.00002 2.09297 -5.58625
C -3.61997 0.10580 -0.48816
C -2.86970 -2.72838 -0.37616
H 2.57446 2.54195 -1.53552
H 1.06376 3.08143 -0.72661
H -1.39709 -3.39368 -3.74828
H -2.73393 -0.98159 -3.26802
C 2.22230 2.04291 1.70489
C 3.47776 0.22098 -0.25721
H 0.87207 -1.69324 -0.36371
H 0.13120 -4.56512 -0.42340
H 0.79542 -4.10939 -1.67482
H 0.16272 -3.39800 -4.16856
H -1.04677 1.34642 0.79711
H 1.11761 -1.13561 0.05591
H -4.47125 -0.27334 -1.07847
H -3.84500 0.16782 0.58061
H -3.31778 1.08475 -0.89400
H -3.65415 -2.99621 -1.10527
H -2.10556 -3.52898 -0.40532
H -3.30443 -2.70240 0.64204
H 4.28532 0.96937 -0.29853
H 3.72519 -0.54268 0.49713
H 3.38397 -0.25611 -1.24575
H 3.07088 2.72537 1.51922
H 1.31752 2.62399 1.95309
H 2.44771 1.37856 2.55660
Se -0.27710 -1.64496 2.46440
C -0.01126 -0.28725 3.69436
C -0.92461 0.78637 3.78199
C -0.67059 1.87378 4.60907
C 0.48114 1.89776 5.41997
C 1.38125 0.81278 5.37022
C 1.12531 -0.26924 4.52667
H -1.82681 0.75913 3.17410
H -1.37263 2.72157 4.64635
H 0.68170 2.76013 6.07398
H 2.27908 0.83343 6.00491
H 1.81485 -1.10893 4.50066
*
```

The gap between HOMO and LUMO is 6.90 eV. The value obtained for the energy above the lowest of the compared OMol25 structures with the same formula, charge and spin is 0.0000 eV. The electronic energy is -5879.84318 Eh.

***

A cluster of 3 separate species, C17H30N3O6PS in total in a non-equilibrium geometry. Source: the Open Molecules 2025 dataset; level of theory: the ωB97M-V functional and the def2-TZVPD basis.

The geometry in ORCA input format:
```
! RIJCOSX wB97M-V def2-TZVPD def2/J DEFGRID3
* xyz 0 1
C -3.39544 -6.00613 1.88722
C -3.77392 -4.84393 0.96985
C -5.14987 -4.41666 0.89873
N -5.61803 -3.43889 0.15958
C -4.60831 -2.85633 -0.56190
C -4.95550 -1.74722 -1.40842
C -4.02550 -1.11204 -2.17109
C -2.63119 -1.51815 -2.18971
P -1.48102 -0.55844 -3.25840
N -2.23597 -0.17141 -4.56820
O -0.13313 -1.36225 -3.69976
O -0.97159 0.79794 -2.50483
C -2.28739 -2.58751 -1.37356
S -0.58144 -3.19499 -1.31065
C -3.26308 -3.26270 -0.54232
N -2.82410 -4.28907 0.25172
H -3.42167 -5.64271 2.92640
H -3.99758 -6.90958 1.71330
H -2.34878 -6.26897 1.65509
H -5.87439 -4.95109 1.53157
H -5.99775 -1.40993 -1.41978
H -4.32352 -0.25834 -2.78598
H -3.18145 -0.54325 -4.56040
H -0.43991 -2.26098 -3.90243
H 0.00236 0.75199 -2.53893
H 0.02785 -2.24268 -0.55155
C 3.09317 -1.50539 -1.59746
O 2.82810 -0.84458 -0.37009
C 4.01140 -0.46370 0.32138
C 4.29432 1.01550 0.15465
O 4.63600 1.33065 -1.19011
C 3.56447 1.92496 -1.89909
H 2.15523 -1.57914 -2.14899
H 3.81553 -0.95769 -2.20715
H 3.46834 -2.51597 -1.40433
H 4.86626 -1.06221 -0.00812
H 3.84314 -0.67233 1.38273
H 5.15683 1.28026 0.77414
H 3.44241 1.61408 0.49111
H 3.40954 2.95331 -1.55531
H 2.63775 1.35606 -1.78186
H 3.82926 1.94666 -2.95587
C 1.15370 4.87933 4.42802
O 0.42574 5.24375 3.26750
C 1.26537 5.50522 2.15138
C 1.27427 4.34174 1.18014
O 1.90170 3.19721 1.74508
C 0.96609 2.22448 2.18370
H 0.44554 4.50607 5.16674
H 1.88579 4.09607 4.21676
H 1.66370 5.75547 4.84159
H 2.28250 5.74540 2.47610
H 0.85738 6.38425 1.64284
H 1.85904 4.62504 0.29892
H 0.25859 4.10565 0.84877
H 0.51646 1.71942 1.32194
H 0.18083 2.66802 2.79974
H 1.50190 1.48573 2.77961
*
```

The gap between HOMO and LUMO is 8.06 eV. The value obtained for the energy above the lowest of the compared OMol25 structures with the same formula, charge and spin is 1.1268 eV. The electronic energy is -2020.96177 Eh.

***

The ion C17H30NO2S with charge +1. Source: the Open Molecules 2025 dataset; level of theory: the ωB97M-V functional and the def2-TZVPD basis.

The geometry in ORCA input format:
```
! RIJCOSX wB97M-V def2-TZVPD def2/J DEFGRID3
* xyz 1 1
C 2.73926 -3.27025 0.09888
C 1.80951 -4.47857 0.12387
C 0.87062 -4.48980 1.33054
C -0.14924 -3.35001 1.37449
C -1.22084 -3.42874 0.29396
S -0.73487 -2.77177 -1.34266
C -0.20681 -1.10898 -1.02859
C -0.80253 -0.41055 0.02180
C -0.44375 0.88159 0.34364
O -1.03981 1.61567 1.37238
C -1.89313 0.94043 2.27701
C 0.54701 1.53511 -0.39440
C 1.00183 2.93486 -0.06170
C 0.03442 3.99479 -0.59203
N -1.18315 4.07936 0.26182
C -1.00656 5.04301 1.35823
C -2.39319 4.38115 -0.51473
C 1.10667 0.85515 -1.45713
C 0.75727 -0.45212 -1.81311
O 1.42255 -0.87902 -2.90397
C 1.32081 -2.18880 -3.42189
H 3.45786 -3.36419 -0.71202
H 3.29132 -3.19790 1.03351
H 2.18960 -2.34175 -0.04520
H 2.41681 -5.38494 0.16430
H 1.22757 -4.51981 -0.79836
H 0.33205 -5.43998 1.34947
H 1.47337 -4.43689 2.24018
H 0.36806 -2.38959 1.32316
H -0.65977 -3.39445 2.34104
H -1.46204 -4.46695 0.06426
H -2.14283 -2.93262 0.59964
H -1.57407 -0.90314 0.58721
H -1.39214 0.07736 2.71824
H -2.12373 1.65882 3.06233
H -2.81934 0.62217 1.79068
H 1.12211 3.03903 1.01838
H 1.97501 3.09979 -0.52279
H 0.50727 4.97814 -0.62486
H -0.26302 3.72145 -1.60587
H -1.28259 3.12802 0.70282
H -0.10324 4.81150 1.91806
H -1.85632 5.00007 2.03662
H -0.92714 6.05343 0.95876
H -3.25833 4.43156 0.14388
H -2.28283 5.33929 -1.02156
H -2.56489 3.60479 -1.25783
H 1.87168 1.32384 -2.05560
H 1.93899 -2.17982 -4.31878
H 1.71124 -2.92971 -2.72307
H 0.29331 -2.44003 -3.69297
*
```

The gap between HOMO and LUMO is 7.97 eV. The value obtained for the energy above the lowest of the compared OMol25 structures with the same formula, charge and spin is 0.2801 eV. The electronic energy is -1268.93691 Eh.